w | Formula: C4H5NO
Source: the OMol25 dataset
Level of theory: ωB97M-V/def2-TZVPD

```
11
Properties=species:S:1:pos:R:3:lowdin_charge:R:1
N -1.6134 0.8256 -0.6336 0.11
O -1.8542 1.1606 0.5487 -0.18
H 1.7814 -0.1363 -1.5375 0.13
H 1.0488 -0.1949 1.5175 0.12
C 0.9019 -0.8581 -1.3217 -0.07
C -0.9665 0.8548 1.4873 -0.09
C 0.1379 0.0552 0.9699 -0.13
H -1.1055 1.2485 2.4935 0.11
C 0.1323 -0.2866 -0.2626 -0.11
H 1.2021 -1.8354 -1.1008 0.07
H 0.3352 -0.8334 -2.1607 0.04
```

orbital gap (alpha / beta): 7.15 / 7.81 eV
E_HOMO (alpha / beta): -6.371 / -8.593 eV
lowest unoccupied orbital energy (alpha / beta): 0.78 / -0.79 eV
spin multiplicity: 3


x | Formula: C4H5NO
Source: the OMol25 dataset
Level of theory: ωB97M-V/def2-TZVPD

```
11
Properties=species:S:1:pos:R:3:lowdin_charge:R:1
N 1.4105 -0.5739 -0.4829 0.11
O -1.2701 1.2204 -0.7138 0.13
C 1.2049 -0.1014 0.6566 -0.20
H 0.8239 1.5998 -0.5715 0.08
C -1.8094 -1.0067 0.0486 0.05
C -1.4697 0.1565 -0.3720 -0.35
H -2.8003 -1.3823 -0.4245 0.09
C 1.6728 0.8959 -0.2559 -0.16
H -1.4576 -1.5609 0.9060 0.06
H 2.7013 1.2989 -0.3759 0.09
H 0.9937 -0.5462 1.5853 0.10
```

orbital gap (alpha / beta): 6.37 / 7.97 eV
E_HOMO (alpha / beta): -5.469 / -10.260 eV
lowest unoccupied orbital energy (alpha / beta): 0.90 / -2.29 eV
spin multiplicity: 3


Relative stability in eV, measured from the most stable structure: w 0.087; x 0.000


w | Formula: H19O10
Source: the OMol25 dataset
Level of theory: ωB97M-V/def2-TZVPD

```
29
Properties=species:S:1:pos:R:3:lowdin_charge:R:1
H -0.0270 -1.4113 2.8803 0.04
O 2.2950 0.6577 1.7133 -0.10
H 1.0670 2.5457 -1.2357 -0.05
H -1.5620 2.1987 1.4713 0.00
H 1.6720 -2.7523 -0.3727 -0.09
H 0.5810 -0.8263 1.3583 0.06
H -3.3720 -1.7283 0.6783 0.07
H -0.2730 -0.3823 0.1473 -0.01
H -3.1990 -0.3303 0.0293 -0.07
O -0.9750 1.6977 2.0233 -0.11
H -0.3490 1.2187 1.3213 0.02
O 1.6730 -3.3273 0.3123 -0.04
H 1.5290 -0.5013 -0.8687 0.02
O 0.2410 -1.6143 1.9903 -0.11
O -0.1110 0.4007 -2.6727 -0.14
H 0.2050 0.2597 -1.6987 0.03
H 0.2640 1.9557 -0.3177 0.01
H 1.8850 -1.2603 -2.2487 0.04
H 3.0650 0.3837 1.2943 -0.02
O -3.7700 -0.8053 0.5923 -0.09
H -0.5510 1.2637 -2.9277 0.07
H -1.4110 0.7687 -0.5947 -0.01
O 2.1930 -1.0983 -1.3527 -0.09
O -2.3300 0.9917 -0.8507 -0.07
H 1.6280 0.7457 0.8863 0.04
H -2.1690 0.6807 -1.7727 0.06
O 0.2890 2.7717 -0.9037 -0.03
H 1.1890 -2.8243 0.9703 -0.02
O 0.3240 0.3207 0.1483 -0.39
```

orbital gap: 10.29 eV
E_HOMO: -7.292 eV
lowest unoccupied orbital energy: 3.00 eV
net charge: -1


x | Formula: H19O10
Source: the OMol25 dataset
Level of theory: ωB97M-V/def2-TZVPD

```
29
Properties=species:S:1:pos:R:3:lowdin_charge:R:1
H 1.8115 0.6772 3.0800 0.00
H -2.8657 0.6279 -0.8220 -0.04
O 1.1170 0.8224 3.7070 -0.11
O -0.2623 -0.3497 1.0782 -0.03
H 0.4238 -0.3320 0.5037 -0.02
H -1.2608 0.9265 -1.8576 -0.04
H 2.6412 -1.1498 -1.6772 -0.06
O 0.0959 3.5379 1.8726 -0.14
H 3.3144 -2.3443 -1.2410 0.03
O -1.5614 -1.5323 -2.2633 -0.11
O -1.2086 1.2224 3.1092 -0.19
O 2.7101 -1.6800 -0.9300 -0.04
H 0.8809 -1.1262 -3.2190 -0.03
H 0.6771 3.0095 1.2344 0.06
H -2.2227 -0.8597 -2.5371 0.03
H 0.5246 -2.7907 0.7701 0.05
H 0.5731 1.5883 3.3388 0.02
O 0.1774 -3.5280 0.1692 -0.10
O -1.9586 0.8712 -0.6665 -0.35
H -0.9753 0.0830 0.6104 -0.02
H 0.5596 0.0689 -2.9361 0.10
O -0.6140 1.0186 -2.6870 -0.06
H -0.7620 2.9837 1.6627 0.07
O 1.5644 -0.5082 -3.0237 -0.19
H -1.0465 -0.9930 -1.5883 0.03
H 0.6910 -3.2101 -0.5794 0.00
H -1.2844 0.3884 2.3515 0.14
H -1.9919 1.7275 2.7631 0.05
H -0.1669 1.7288 -2.7829 -0.07
```

orbital gap: 9.39 eV
E_HOMO: -6.305 eV
lowest unoccupied orbital energy: 3.09 eV
net charge: -1


y | Formula: H19O10
Source: the OMol25 dataset
Level of theory: ωB97M-V/def2-TZVPD

```
29
Properties=species:S:1:pos:R:3:lowdin_charge:R:1
O 0.4462 -0.9603 -1.5125 -0.39
H -1.1035 -1.9086 -2.6844 0.01
H 1.7086 1.3129 -3.7610 0.01
H -0.0019 -1.0927 3.2868 0.02
H 1.3361 -0.1459 -3.2625 -0.02
O -2.0417 -1.8237 -2.4922 -0.07
H -0.2038 0.0713 1.0854 0.01
H 0.5879 0.4762 -0.7375 0.01
O -2.8291 3.2934 1.3081 -0.08
H 1.6175 -2.5643 -1.5997 -0.01
H -2.5691 3.1656 0.3930 0.02
H -2.2626 -0.2143 1.3053 0.04
O 1.7178 1.5091 3.3718 -0.13
H 2.8258 -1.9877 -2.5398 0.00
H -0.3780 -1.4490 -1.4501 -0.07
O 0.0861 -0.8613 1.1044 -0.12
O 0.5975 -0.8534 3.9986 -0.07
H 1.5300 -1.0087 3.8639 0.04
H 0.8509 1.0397 3.4977 0.02
H 1.7804 1.6151 2.3708 0.05
H 1.6957 1.8684 -0.5946 0.01
O 2.4494 -2.7121 -2.0543 -0.09
O 1.6353 0.3935 -3.9993 -0.07
O 1.0074 1.3003 -0.2632 -0.14
H -2.1417 -0.8984 -2.7350 0.04
H 0.4157 -1.0364 0.1662 0.00
O -3.0334 0.3892 1.4633 -0.07
H -2.3978 2.6793 1.9297 0.03
H -3.3256 0.4028 0.5409 0.04
```

orbital gap: 9.24 eV
E_HOMO: -6.346 eV
lowest unoccupied orbital energy: 2.89 eV
net charge: -1


z | Formula: H19O10
Source: the OMol25 dataset
Level of theory: ωB97M-V/def2-TZVPD

```
29
Properties=species:S:1:pos:R:3:lowdin_charge:R:1
O -1.5609 -1.5326 3.6328 -0.10
H -0.9881 1.4990 -0.8497 0.01
O 1.7466 2.2302 1.0975 -0.05
O -0.9073 -1.2457 -2.8727 -0.09
O -3.2460 0.4894 -1.6490 -0.13
H -1.5922 -3.0250 1.5546 0.02
H 0.7656 0.8918 -1.2297 -0.01
O 4.3672 1.6020 -1.2758 -0.11
H -1.0234 -2.0997 3.0842 -0.04
H -0.5661 -0.5377 -2.2806 -0.01
H 2.0093 1.3998 1.5330 0.05
H 2.3555 2.3277 0.3756 -0.01
O -1.2927 0.8255 2.1366 -0.06
H 3.4598 1.4329 -0.9068 0.00
H 1.7937 0.7857 -2.4463 0.04
H 0.6751 -1.2527 1.2595 0.01
H 4.0441 2.0369 -2.0856 0.03
H -1.6474 -0.6189 3.3034 0.00
H -0.9485 0.4432 1.3260 0.00
H -1.8584 1.5201 1.7917 0.05
H -2.3376 0.5141 -1.2362 -0.03
H -0.1066 -2.6985 0.9423 0.03
O 1.0522 -1.2303 0.3841 -0.06
O -0.7475 0.5621 -0.7432 -0.39
H -3.3209 -0.1398 -2.3806 0.01
H 0.5218 -0.6260 -0.1712 -0.01
H -1.6870 -1.4955 -2.3679 0.01
O 1.7153 1.0705 -1.5353 -0.12
O -0.6756 -3.1285 1.6094 -0.04
```

orbital gap: 9.96 eV
E_HOMO: -6.799 eV
lowest unoccupied orbital energy: 3.16 eV
net charge: -1


Relative stability in eV, measured from the most stable structure: w 1.342; x 2.806; y 1.015; z 0.000


w | Formula: C4H11N2O
Source: the OMol25 dataset
Level of theory: ωB97M-V/def2-TZVPD

```
18
Properties=species:S:1:pos:R:3:lowdin_charge:R:1
O -2.6573 0.6520 0.5216 -0.05
N -0.1458 -0.3598 0.8852 0.00
H 2.4847 -1.7404 -0.4793 0.08
H 0.4068 1.5353 1.3402 0.11
C 0.7067 0.8298 0.6105 -0.29
C 2.4416 -0.6550 -0.7039 -0.08
H -1.1363 0.0091 0.6873 0.02
N 2.3310 1.5830 0.4426 0.13
H 1.6266 -0.5160 -1.4572 0.08
H -0.0674 -0.9942 0.0132 0.09
H 2.4586 -0.2896 1.3844 0.14
H -4.4967 -0.1497 0.0384 0.11
H 3.4262 -0.3416 -1.1819 0.10
H 0.3574 1.1745 -0.3418 0.10
H -3.1280 -1.1893 -0.4235 0.09
C -3.4350 -0.0854 -0.3657 -0.18
C 2.1570 0.2546 0.4360 -0.56
H -3.3300 0.2828 -1.4063 0.10
```

orbital gap (alpha / beta): 8.07 / 5.09 eV
E_HOMO (alpha / beta): -7.665 / -7.659 eV
lowest unoccupied orbital energy (alpha / beta): 0.41 / -2.56 eV
spin multiplicity: 2


x | Formula: C4H11N2O
Source: the OMol25 dataset
Level of theory: ωB97M-V/def2-TZVPD

```
18
Properties=species:S:1:pos:R:3:lowdin_charge:R:1
N -1.6647 1.3089 1.5986 0.08
C -1.2381 0.5426 0.5816 -0.69
O -1.3595 0.9143 -0.5737 -0.11
H -0.2189 0.4741 -2.0338 0.17
H 0.9840 1.1698 -0.3011 0.10
H 1.4564 0.4735 -2.6718 0.13
H 1.3848 -1.3131 1.2123 0.13
H 0.8055 -0.9882 -2.3276 0.16
N 0.7930 0.0263 -2.0147 0.11
H 0.7437 -1.9573 -0.2295 0.01
C 0.7137 -1.0306 0.2540 -0.19
C -0.6097 -0.7519 0.9547 -0.26
H -1.9636 2.2780 1.3374 0.11
H -0.5268 -0.8334 2.0568 0.09
H -1.2865 -1.6367 0.7615 0.07
H -1.7799 0.9726 2.6724 0.16
H 2.3899 0.1156 -0.6026 0.06
C 1.3766 0.2353 -0.6746 -0.12
```

orbital gap (alpha / beta): 2.24 / 9.42 eV
E_HOMO (alpha / beta): -2.057 / -9.248 eV
lowest unoccupied orbital energy (alpha / beta): 0.18 / 0.18 eV
spin multiplicity: 2


y | Formula: C4H11N2O
Source: the OMol25 dataset
Level of theory: ωB97M-V/def2-TZVPD

```
18
Properties=species:S:1:pos:R:3:lowdin_charge:R:1
H 0.1546 1.4157 -0.1533 0.10
H -3.2526 -0.6605 -1.0177 0.13
H -1.9830 1.2063 -0.0614 0.12
C 1.9038 0.0917 0.9599 -0.27
C 0.5048 -0.3985 0.5753 -0.23
O -2.4414 -1.2926 0.7743 0.03
H -1.6578 0.7139 -1.7361 0.11
H 0.6128 -1.4159 0.1900 0.11
H -1.8628 -1.7043 -1.0893 0.14
H 1.9337 0.8463 1.7528 0.10
H -0.1885 -0.4254 1.4217 0.10
H 2.0882 0.4058 -0.9782 0.04
H 2.3887 -0.7740 1.4248 0.09
N 2.7394 0.4783 -0.2096 -0.01
N -0.0608 0.4768 -0.4824 -0.09
H 2.9344 1.4748 -0.1681 0.06
C -2.2890 -0.8709 -0.5194 -0.31
C -1.5243 0.4325 -0.6835 -0.22
```

orbital gap (alpha / beta): 9.95 / 7.37 eV
E_HOMO (alpha / beta): -9.027 / -9.012 eV
lowest unoccupied orbital energy (alpha / beta): 0.92 / -1.64 eV
spin multiplicity: 2


Relative stability in eV, measured from the most stable structure: w 5.019; x 1.883; y 0.000


w | Formula: CH3I2P
Source: the OMol25 dataset
Level of theory: ωB97M-V/def2-TZVPD

```
7
Properties=species:S:1:pos:R:3:lowdin_charge:R:1
I -1.1051 -0.4157 2.3364 0.70
P -0.0633 0.2843 -0.6915 0.52
H -0.8259 1.3908 -0.2064 -0.11
I -2.2832 -1.8929 -0.7737 0.53
H 1.1535 0.7438 -0.0041 -0.09
H 0.3896 -1.9868 0.6185 0.11
C -0.5679 -1.0397 0.4642 -1.66
```

orbital gap: 8.39 eV
E_HOMO: -9.061 eV
lowest unoccupied orbital energy: -0.67 eV


x | Formula: CH3I2P
Source: the OMol25 dataset
Level of theory: ωB97M-V/def2-TZVPD

```
7
Properties=species:S:1:pos:R:3:lowdin_charge:R:1
I 0.3181 1.7601 1.8061 0.50
H 1.0451 -0.0887 -1.7620 -0.03
H 1.5668 -0.1822 0.5996 -0.09
I -2.5628 0.7463 -0.1584 0.54
P 0.6290 -0.6521 -0.4471 0.64
H -0.2531 -1.7294 -0.7794 -0.04
C -0.7431 0.1461 0.7412 -1.52
```

orbital gap: 6.66 eV
E_HOMO: -7.651 eV
lowest unoccupied orbital energy: -0.99 eV


Relative stability in eV, measured from the most stable structure: w 0.000; x 2.477